1.
# C31H18BrF4NPPtS

A structure of composition C31H18BrF4NPPtS (the ωB97M-V functional and the def2-TZVPD basis, OMol25).

CARTESIAN COORDINATES (ANGSTROEM)
Pt -0.235 0.140 0.496
Br -0.237 2.729 -0.316
S 4.304 -0.106 1.717
P -2.458 0.114 -0.227
F -5.257 1.192 -0.260
F -6.145 3.742 -0.096
F -1.674 5.247 -0.123
F -4.345 5.807 0.015
N 2.101 -0.171 0.373
C -3.313 -0.643 1.189
C -4.503 -1.251 -1.641
C 1.713 -0.130 2.744
C -2.708 -0.307 -2.944
C 2.198 -0.168 4.052
C -3.116 -2.023 1.300
C 2.576 -0.157 1.593
C -4.841 3.497 -0.134
C -3.293 -0.786 -4.101
C -0.533 0.100 3.580
C 0.334 0.002 2.506
C -3.996 0.030 2.197
C -3.011 1.875 -0.221
C -4.344 -2.052 3.358
C -3.312 -0.534 -1.709
C -3.625 -2.722 2.378
C -4.520 -0.680 3.267
C 2.949 -0.123 -1.954
C -5.086 -1.720 -2.806
C 1.319 -0.057 5.109
C 5.352 0.020 -2.181
C -4.372 2.188 -0.212
C 4.393 -0.078 -0.015
C -2.568 4.264 -0.141
C -2.121 2.950 -0.210
C 5.523 -0.006 -0.813
C -3.929 4.554 -0.083
C -4.482 -1.498 -4.034
C 3.094 -0.126 -0.567
C 4.077 -0.048 -2.742
C -0.042 0.073 4.879
H 1.691 -0.057 6.122
H -6.020 -2.258 -2.747
H 3.980 -0.039 -3.814
H -5.057 -0.152 4.042
H -1.601 0.191 3.426
H -2.566 -2.539 0.522
H 1.962 -0.181 -2.387
H 6.503 0.036 -0.365
H -4.934 -1.884 -4.935
H -0.727 0.164 5.710
H -4.140 1.100 2.158
H -1.777 0.243 -2.993
H 3.258 -0.267 4.230
H -2.820 -0.603 -5.054
H -4.760 -2.598 4.191
H -3.455 -3.784 2.457
H 6.214 0.089 -2.824
H -4.984 -1.427 -0.691

Values from the calculation:
E_LUMO (spin up / spin down): -4.807 / -4.794 eV
F_max: 3.4 eV/A
electronic energy: -5078.96126 a.u.
HOMO-LUMO gap (spin up / spin down): 6.30 / 6.26 eV
HOMO energy (spin up / spin down): -11.103 / -11.052 eV
net charge: +1

natural (NBO) atomic charge list, values in e, 6 entries: number 1, Pt, carries 0.531; number 2, Br, carries 0.148; number 3, S, carries 0.470; number 4, P, carries 0.931; number 5, F, carries -0.298; number 6, F, carries -0.266


2.
# C31H18Cl7N2O4Pt

A structure of composition C31H18Cl7N2O4Pt (the ωB97M-V functional and the def2-TZVPD basis, OMol25).

CARTESIAN COORDINATES (ANGSTROEM)
Pt 0.349 -1.010 -0.827
Cl 0.124 -7.637 -0.900
Cl 5.595 -3.390 2.813
Cl -1.149 -6.027 -3.246
Cl 1.653 -6.070 1.385
Cl -0.905 -2.943 -3.380
Cl -3.041 6.611 0.639
Cl 1.744 -2.646 1.289
O 2.654 -0.790 -1.909
O 0.094 0.981 -3.031
O 0.551 1.088 -0.835
O 1.635 3.587 -1.192
N -1.757 -0.706 -0.379
N -0.434 -0.470 2.359
C 0.845 -3.859 0.016
C -0.697 4.174 -1.507
C -1.830 -0.352 2.120
C 1.536 2.692 -2.290
C 0.513 4.250 -0.828
C -1.794 4.902 -1.057
C -2.416 -0.622 -1.514
C -3.985 0.047 3.162
C 0.841 -5.222 0.118
C -3.842 -0.291 0.781
C -2.592 -0.085 3.224
C 0.189 -5.909 -0.904
C 3.161 -1.387 -0.925
C -1.668 5.693 0.064
C 2.390 -1.745 0.156
C -3.805 -0.434 -1.611
C 0.365 -1.252 2.006
C -2.436 -0.476 0.816
C 0.278 -3.050 -0.929
C 0.637 5.051 0.317
C -0.378 -5.176 -1.952
C 3.111 -2.926 2.233
C -0.463 5.769 0.750
C 0.615 1.496 -2.041
C 4.382 -2.764 1.631
C -4.513 -0.300 -0.465
C -4.599 -0.053 1.955
C 5.005 -2.326 0.448
C 4.556 -1.723 -0.716
C 1.947 5.090 1.048
C -0.311 -3.781 -1.969
H 1.229 3.213 -3.199
H 2.872 -3.118 3.265
H -0.388 6.388 1.634
H -2.072 0.018 4.166
H 1.877 5.725 1.931
H -2.739 4.842 -1.578
H 2.534 2.278 -2.427
H -5.587 -0.162 -0.473
H 2.743 5.466 0.404
H 6.071 -2.517 0.477
H -4.263 -0.404 -2.589
H -5.670 0.067 1.857
H 5.279 -1.440 -1.471
H -0.808 3.545 -2.379
H 0.889 -3.545 2.451
H -4.549 0.240 4.063
H -1.815 -0.689 -2.411
H 2.241 4.085 1.355

Values from the calculation:
E_LUMO (spin up / spin down): 1.394 / 1.397 eV
2S+1: 3
F_max: 6.9 eV/A
electronic energy: -4942.74383 a.u.
HOMO-LUMO gap (spin up / spin down): 4.62 / 5.79 eV
HOMO energy (spin up / spin down): -3.223 / -4.389 eV
⟨S²⟩: 2.047
energy relative to the best compared isomer or geometry (same formula, charge and spin): 1624.8 kJ/mol
net charge: -1

natural (NBO) atomic charge list, values in e, 6 entries: number 1, Pt, carries 0.908; number 2, Cl, carries 0.027; number 3, Cl, carries -0.091; number 4, Cl, carries 0.025; number 5, Cl, carries 0.050; number 6, Cl, carries 0.004


3.
# C31H18F2N3PdS2

A structure of composition C31H18F2N3PdS2 (the ωB97M-V functional and the def2-TZVPD basis, OMol25).

CARTESIAN COORDINATES (ANGSTROEM)
Pd -0.783 1.184 -0.874
S -1.185 5.135 3.489
S 3.861 -4.243 -2.154
F -4.263 -2.155 -3.309
F -1.662 0.401 -6.199
N 1.022 -0.110 -0.795
N -2.328 -0.219 -0.045
N 0.456 2.005 0.890
C -3.338 -1.401 1.751
C -3.352 -1.208 -3.480
C -3.027 -0.928 -0.962
C 0.225 4.119 3.915
C -3.001 -0.885 -4.775
C 2.104 1.198 2.482
C -3.923 -1.915 -0.518
C -1.813 0.458 -2.608
C 3.033 -1.918 -0.239
C 3.481 -5.024 -3.588
C 1.711 2.195 3.381
C -2.489 -0.423 1.250
C 3.477 -0.722 1.899
C 2.775 -0.883 0.664
C -1.063 5.981 4.933
C 0.134 2.961 1.729
C 1.846 -3.382 -3.557
C -1.458 0.786 -3.898
C -2.043 0.104 -4.977
C 2.516 -3.093 -2.372
C 0.700 3.101 3.032
C 1.421 1.104 1.239
C 1.267 -1.082 -1.634
C -0.012 5.540 5.736
C -2.756 -0.585 -2.356
C 0.701 4.491 5.168
C 1.737 0.036 0.345
C -4.055 -2.164 0.839
C 2.385 -4.466 -4.241
C 3.145 0.261 2.774
C 2.285 -2.051 -1.419
H 2.189 2.242 4.347
H 3.816 -2.628 -0.017
H -0.603 3.683 1.390
H 4.053 -5.873 -3.918
H 2.008 -4.845 -5.174
H -3.471 -1.380 -5.611
H 3.676 0.358 3.709
H 0.650 -1.117 -2.525
H -1.910 0.210 1.917
H 4.270 -1.417 2.132
H 1.539 4.028 5.657
H -0.748 1.578 -4.118
H 0.215 5.988 6.689
H -3.426 -1.560 2.814
H -1.746 6.782 5.154
H -4.718 -2.944 1.182
H 0.998 -2.834 -3.927
H -4.523 -2.476 -1.217

Values from the calculation:
E_LUMO (spin up / spin down): -12.988 / -12.971 eV
F_max: 2.8 eV/A
electronic energy: -2479.32074 a.u.
HOMO-LUMO gap (spin up / spin down): 2.49 / 2.51 eV
HOMO energy (spin up / spin down): -15.482 / -15.482 eV
net charge: +3

natural (NBO) atomic charge list, values in e, 6 entries: number 1, Pd, carries 0.828; number 2, S, carries 0.562; number 3, S, carries 0.580; number 4, F, carries -0.291; number 5, F, carries -0.275; number 6, N, carries -0.443